{
  "formula": "C12H18AgI2O9",
  "method": "wB97M-V/def2-TZVPD",
  "multiplicity": 2,
  "e_lumo_ev": [0.4, -2.6],
  "relative_energy_kcal_mol": 2.0,
  "e_homo_ev": [-8.16, -7.73],
  "gap_ev": [8.56, 5.15],
  "species": ["Ag", "I", "I", "C", "C", "C", "O", "C", "O", "O", "H", "H", "H", "H", "H", "H", "C", "C", "C", "O", "C", "O", "O", "H", "H", "H", "H", "H", "H", "C", "C", "C", "O", "C", "O", "O", "H", "H", "H", "H", "H", "H"],
  "positions_angstrom": [[-0.584, 2.399, -2.097], [-3.182, 2.956, -3.234], [1.430, 2.897, -4.073], [0.466, -4.359, -1.803], [-0.740, -3.438, -1.739], [-1.010, -2.935, -0.307], [-1.270, -1.544, -0.484], [-0.840, -1.161, -1.699], [-0.758, -0.033, -2.062], [-0.463, -2.220, -2.441], [0.180, -5.263, -1.256], [1.251, -3.904, -1.196], [0.829, -4.577, -2.801], [-1.659, -3.902, -2.094], [-0.177, -3.063, 0.382], [-1.907, -3.424, 0.071], [-2.473, 3.542, 3.936], [-3.126, 2.438, 3.176], [-4.152, 2.937, 2.102], [-3.528, 2.654, 0.860], [-2.374, 1.992, 1.061], [-1.630, 1.661, 0.199], [-2.166, 1.752, 2.372], [-1.974, 4.245, 3.268], [-1.666, 3.132, 4.550], [-3.194, 4.048, 4.576], [-3.697, 1.732, 3.776], [-4.301, 4.016, 2.172], [-5.125, 2.463, 2.220], [4.118, -1.748, -1.360], [3.684, -0.905, -0.197], [4.390, 0.454, -0.091], [3.366, 1.377, 0.142], [2.198, 0.849, -0.320], [1.248, 1.483, -0.637], [2.303, -0.483, -0.435], [3.885, -1.194, -2.270], [3.728, -2.759, -1.388], [5.214, -1.811, -1.344], [3.621, -1.425, 0.760], [4.954, 0.677, -1.002], [5.130, 0.442, 0.709]],
  "mulliken_charge": [0.620, -0.288, -0.355, -1.175, 0.405, -0.555, -0.242, 0.435, -0.266, -0.355, 0.385, 0.130, 0.346, 0.296, 0.283, 0.314, -1.346, 0.399, -0.466, -0.268, 0.403, -0.368, -0.320, 0.334, 0.347, 0.386, 0.305, 0.259, 0.317, -1.337, 0.319, -0.499, -0.340, 0.278, -0.156, -0.209, 0.357, 0.296, 0.395, 0.300, 0.304, 0.332]
}